(1)
Computed, not measured: a structure of composition C29H24ClCsN10O5 at a distorted geometry, with wB97M-V/def2-TZVPD.

The LUMO energy comes out at -0.1 eV. Its net charge is 0. As for the HOMO energy: -8.21 eV. For the orbital gap, the calculation gives 8.1 eV. Its multiplicity is 1.

Element x y z (Å)
1 Cs -1.101 -0.664 -2.441
2 Cl -3.312 -4.524 3.866
3 O -4.608 -5.680 1.358
4 O -2.822 -3.039 -1.756
5 O -0.910 0.776 -4.644
6 O -4.409 -4.715 -0.625
7 O -0.626 -2.866 -1.409
8 N 1.286 1.697 0.110
9 N -1.080 2.133 -2.794
10 N 2.085 -0.097 -1.617
11 N -1.469 3.966 -1.456
12 N -1.755 4.050 -3.804
13 N 3.805 -1.255 -2.708
14 N 2.647 1.536 -0.047
15 N -1.616 -2.929 2.532
16 N -1.215 -2.569 1.292
17 N -1.490 1.473 0.416
18 C -4.061 -4.878 0.642
19 C 7.129 0.005 -1.766
20 C 2.506 -0.985 -2.437
21 C -2.465 1.028 2.982
22 C -1.105 0.992 2.726
23 C -1.184 1.842 -4.120
24 C -1.438 3.401 -2.662
25 C -1.793 -3.048 -1.028
26 C 1.320 -2.019 4.552
27 C -1.449 -2.011 4.797
28 C -2.959 -4.009 1.146
29 C -0.847 -2.482 3.640
30 C 5.440 1.251 -0.597
31 C -0.656 1.216 1.429
32 C 4.816 -0.513 -2.100
33 C 0.795 1.152 1.142
34 C -2.646 -3.810 2.473
35 C -3.335 1.265 1.932
36 C 6.771 1.014 -0.873
37 C -2.013 -3.203 0.460
38 C -2.426 5.326 -3.886
39 C 0.536 -2.491 3.512
40 C 3.008 0.678 -0.922
41 C -0.653 -1.551 5.837
42 C 4.443 0.487 -1.204
43 C -2.794 1.487 0.675
44 C 6.158 -0.759 -2.381
45 C -1.702 3.072 -4.876
46 C 0.729 -1.550 5.719
47 H -2.400 5.671 -4.917
48 H -2.682 2.876 -5.316
49 H 4.037 -1.999 -3.343
50 H -3.444 1.692 -0.171
51 H -1.908 6.074 -3.285
52 H 2.397 -2.023 4.453
53 H 1.344 -1.188 6.532
54 H -1.005 3.359 -5.665
55 H -3.470 5.268 -3.564
56 H -3.816 -4.060 -1.101
57 H -4.407 1.275 2.075
58 H 7.538 1.610 -0.396
59 H -1.123 -1.185 6.741
60 H 8.172 -0.184 -1.982
61 H -1.608 4.949 -1.322
62 H 0.975 -2.852 2.593
63 H 6.429 -1.543 -3.079
64 H -2.526 -1.989 4.880
65 H -2.837 0.859 3.983
66 H -0.393 0.786 3.518
67 H -1.135 3.372 -0.696
68 H 1.415 0.598 1.850
69 H 1.775 -1.590 -2.967
70 H 5.137 2.024 0.095

---

(2)
Computed, not measured: the ion C9H11N2S2 with charge +1 at a distorted geometry, with wB97M-V/def2-TZVPD.

The LUMO energy comes out at -4.9 eV. Its net charge is +1. As for the HOMO energy: -13.24 eV. For the orbital gap, the calculation gives 8.3 eV. Its multiplicity is 1.

Element x y z (Å)
1 S -2.897 -0.968 0.258
2 S -2.385 1.641 -0.938
3 N -0.425 0.281 0.214
4 N -0.537 -3.221 0.331
5 C -0.272 -2.123 0.084
6 C 0.378 1.301 2.097
7 C -0.204 0.206 1.586
8 C 0.198 1.456 -0.153
9 C 0.762 2.060 0.896
10 C 0.283 -0.814 -1.877
11 C 0.265 -0.852 -0.404
12 C -1.881 0.173 -0.103
13 C 1.747 -0.972 0.120
14 H 1.212 -0.572 -2.264
15 H 2.255 -1.747 -0.361
16 H 1.785 -1.045 1.196
17 H -0.395 -0.030 -2.291
18 H 0.383 1.400 -1.149
19 H 1.382 2.908 0.882
20 H 2.273 0.021 -0.099
21 H -3.672 1.493 -1.014
22 H -0.782 -0.502 2.231
23 H 0.652 1.611 3.050
24 H -0.124 -1.705 -2.290

---

(3)
Computed, not measured: a structure of composition C38H40N8O3S2SeTl, with wB97M-V/def2-TZVPD.

The LUMO energy comes out at 1.8 eV. Its net charge is -1. As for the HOMO energy: -2.68 eV. For the orbital gap, the calculation gives 4.5 eV. Its multiplicity is 1.

Element x y z (Å)
1 Tl -0.183 -0.764 -0.266
2 Se -3.369 -0.057 1.950
3 S 1.474 -2.971 2.014
4 S 2.701 0.987 -0.480
5 O 7.778 -3.223 -0.482
6 O -2.599 -2.568 0.082
7 O 8.128 -4.343 1.388
8 N -1.902 0.612 -2.399
9 N 1.495 0.180 3.206
10 N -3.307 1.736 4.170
11 N -3.005 0.136 -4.239
12 N 2.310 1.654 -3.062
13 N -4.960 2.145 2.812
14 N -0.056 2.165 0.345
15 N 0.827 2.575 -1.774
16 C 5.020 -2.834 0.094
17 C 3.690 -2.668 0.413
18 C -1.384 -4.599 0.256
19 C -0.587 4.239 -0.704
20 C -0.830 -3.147 -3.662
21 C -5.823 4.783 5.289
22 C -5.087 3.054 3.849
23 C 0.034 2.993 -0.669
24 C -6.003 4.053 4.119
25 C -3.807 -0.262 -3.195
26 C -3.365 -4.015 1.799
27 C -4.025 2.789 4.715
28 C 0.691 -0.516 2.678
29 C -1.469 3.723 1.463
30 C 1.065 -2.083 -2.407
31 C 0.569 2.988 -3.076
32 C -4.761 4.519 6.153
33 C 4.066 -3.735 2.528
34 C 1.922 1.727 -1.756
35 C -1.365 4.591 0.385
36 C -2.472 -3.636 0.643
37 C -0.457 -1.412 -5.778
38 C -1.874 0.650 -3.705
39 C -2.120 1.147 4.760
40 C 0.340 -1.313 -4.657
41 C 1.485 2.411 -3.868
42 C -3.841 3.514 5.878
43 C 0.217 -2.186 -3.530
44 C 7.312 -3.643 0.545
45 C 3.156 -3.137 1.632
46 C -3.113 0.044 -2.066
47 C 5.396 -3.901 2.202
48 C 5.902 -3.467 0.973
49 C -1.639 -3.217 -4.775
50 C -3.893 1.317 3.008
51 C 3.447 0.886 -3.536
52 C -0.779 2.523 1.401
53 C -1.477 -2.360 -5.869
54 H -3.019 3.303 6.549
55 H -6.524 5.569 5.534
56 H 4.062 0.634 -2.675
57 H -2.771 -3.986 2.716
58 H -1.875 5.546 0.395
59 H -4.653 5.104 7.056
60 H -0.445 4.916 -1.532
61 H -4.755 -0.743 -3.351
62 H -1.351 1.909 4.886
63 H 1.111 -0.551 -4.629
64 H -0.278 3.600 -3.320
65 H 3.694 -4.075 3.486
66 H -2.361 0.707 5.728
67 H 1.177 -2.934 -1.742
68 H 5.406 -2.479 -0.853
69 H 2.470 0.091 3.443
70 H 4.018 1.491 -4.239
71 H -2.419 -3.973 -4.804
72 H -0.984 -3.852 -2.853
73 H 1.614 2.453 -4.934
74 H -1.057 0.999 -4.310
75 H -0.490 -4.355 0.843
76 H 3.025 -2.171 -0.284
77 H -0.803 1.806 2.213
78 H -4.185 -3.306 1.887
79 H -3.737 -5.034 1.680
80 H -2.072 3.964 2.328
81 H -1.127 -4.464 -0.793
82 H -1.660 -5.634 0.462
83 H 6.030 -4.368 2.951
84 H -2.098 -2.444 -6.752
85 H -3.151 -0.062 -5.213
86 H -3.388 -0.144 -1.041
87 H -5.564 2.025 2.019
88 H -6.829 4.256 3.451
89 H 3.118 -0.035 -4.014
90 H 1.942 -1.454 -2.512
91 H 7.615 -4.631 2.150
92 H -0.280 -0.733 -6.609
93 H -1.758 0.371 4.089

---

(4)
Computed, not measured: a structure of composition C14H18FeO12 at a distorted geometry, with wB97M-V/def2-TZVPD.

The LUMO energy (alpha / beta) comes out at 2.0 / 1.7 eV. Its net charge is -1. As for the HOMO energy (alpha / beta): -4.26 / -4.18 eV. For the orbital gap (alpha / beta), the calculation gives 6.2 / 5.8 eV. Its multiplicity is 6.

Element x y z (Å)
1 Fe 18.697 -13.758 -14.474
2 O 19.995 -16.248 -20.382
3 O 19.432 -11.989 -13.356
4 O 15.233 -11.903 -15.470
5 O 21.141 -11.226 -11.918
6 O 22.313 -14.659 -19.764
7 O 20.962 -10.263 -13.944
8 O 17.556 -11.992 -15.399
9 O 17.195 -14.275 -13.012
10 O 20.357 -13.336 -15.802
11 O 18.246 -14.748 -16.211
12 O 20.043 -15.130 -13.471
13 O 16.475 -10.176 -14.907
14 C 20.085 -15.559 -19.252
15 C 19.060 -14.830 -17.161
16 C 15.072 -13.266 -15.678
17 C 21.318 -14.773 -18.912
18 C 20.766 -12.182 -10.925
19 C 20.441 -10.050 -15.254
20 C 19.192 -15.873 -12.597
21 C 21.488 -14.019 -17.800
22 C 17.808 -15.263 -12.213
23 C 15.393 -9.236 -14.975
24 C 18.994 -15.575 -18.399
25 C 16.493 -11.403 -15.199
26 C 20.414 -11.235 -13.140
27 C 20.376 -13.991 -16.891
28 H 14.007 -13.336 -15.903
29 H 19.613 -16.065 -11.610
30 H 19.701 -12.109 -10.708
31 H 18.941 -16.852 -13.005
32 H 20.874 -9.186 -15.758
33 H 17.990 -14.889 -11.206
34 H 21.389 -12.115 -10.033
35 H 22.348 -13.403 -17.585
36 H 15.501 -13.759 -16.550
37 H 15.647 -8.228 -14.648
38 H 20.751 -10.900 -15.861
39 H 19.364 -9.889 -15.227
40 H 14.482 -9.626 -14.522
41 H 17.158 -16.110 -11.994
42 H 15.265 -13.889 -14.804
43 H 20.915 -13.153 -11.399
44 H 18.169 -16.248 -18.583
45 H 15.145 -9.154 -16.033

---

We obtain energy values of -68673.078; -34150.735; -149829.854; -73765.130 eV for the records listed above, in that order.
We obtain energy relative to the best compared isomer or geometry (same formula, charge and spin) values of 1.752; 4.057; 0.983; 0.054 eV for the records listed above, in that order.